Formula: CH3N
Source: the Open Molecules 2025 dataset
Level of theory: the ωB97M-V functional and the def2-TZVPD basis

CARTESIAN COORDINATES (ANGSTROEM)
C1 0.3432 0.3036 0.0527
N1 -1.4534 0.2169 -0.1220
H1 0.6712 1.2587 0.1215
H2 1.0220 -0.4507 -0.0346
H3 -1.6206 -0.7999 0.1801

SMILES ... C=N
Relative energy (zero: lowest compared OMol25 entry of this formula, charge and spin) ... 410.1 kJ/mol
Lowest unoccupied orbital energy (alpha / beta) ... -0.28 / -0.11 eV

Charge distribution, Löwdin scheme, values in e: 0.09, 0.01, -0.04, -0.03, -0.02

=====

Formula: C5H8INS3
Source: the Open Molecules 2025 dataset
Level of theory: the ωB97M-V functional and the def2-TZVPD basis

CARTESIAN COORDINATES (ANGSTROEM)
S1 2.6685 -2.4494 -0.8560
C1 1.6024 -1.4348 -0.1917
C2 0.1555 -1.7992 -0.1380
S2 -0.6810 -2.0151 1.5514
C3 -0.6970 -0.9152 -1.0467
S3 -1.3485 0.6294 -0.3404
C4 0.1369 1.6100 0.0659
C5 1.0879 0.7331 0.9451
N1 1.9658 -0.0444 0.1204
I1 4.0015 0.4175 0.1210
H1 0.0464 -2.8794 -0.3749
H2 -1.8819 -1.9756 1.2459
H3 -0.1477 -0.4692 -1.8235
H4 -1.7060 -1.3750 -1.5490
H5 -0.4260 2.5196 0.5550
H6 0.6572 1.8820 -0.8814
H7 1.7533 1.5030 1.5903
H8 0.4589 0.0884 1.6879

SMILES ... S=C1[C@@H](S)CSCCN1I
Relative energy (zero: lowest compared OMol25 entry of this formula, charge and spin) ... 23.6 kJ/mol
Lowest unoccupied orbital energy ... -0.75 eV

Results of the Löwdin charge analysis, in e, for atoms 1 through 8: 0.67, -0.90, -0.66, 0.77, -0.50, 0.79, -0.46, -0.40

=====

Formula: C37H78NO13P2S5
Source: the Open Molecules 2025 dataset
Level of theory: the ωB97M-V functional and the def2-TZVPD basis

CARTESIAN COORDINATES (ANGSTROEM)
C1 -0.1857 1.8092 2.5454
C2 0.2684 3.1054 1.7705
O1 -0.8730 3.9969 1.6672
P1 -1.6307 3.8317 0.1705
O2 -3.1200 3.9747 0.4540
C3 -1.3882 2.1172 -0.5099
C4 -2.3630 1.7516 -1.6808
C5 -2.5965 0.1803 -1.8152
P2 -1.1183 -0.6979 -2.5583
N1 0.2559 0.3342 -2.6981
C6 -1.5911 -1.4137 -4.2265
C7 -1.5822 -2.9896 -4.0832
C8 -0.2057 -3.6602 -4.4081
C9 -0.4811 -5.2330 -4.4619
C10 0.3943 -3.2648 -5.8013
C11 1.8355 -3.8832 -6.0394
C12 2.9732 -2.9158 -5.5664
C13 4.3374 -3.3098 -5.7612
C14 5.1401 -3.9605 -4.5885
C15 5.0966 -3.0843 -7.1103
O3 -1.0141 5.0659 -0.7750
C16 -1.6583 5.1567 -2.0620
C17 -3.0813 5.8262 -2.0095
H1 0.2926 0.8678 2.1520
H2 -1.2969 1.7158 2.4228
H3 -0.0155 1.9659 3.6328
H4 1.0140 3.6188 2.4330
H5 0.7955 2.9062 0.8104
H6 -1.6298 1.4173 0.3344
H7 -0.3152 1.9111 -0.7486
H8 -3.3628 2.2237 -1.5762
H9 -1.8421 2.0557 -2.6270
H10 -2.8709 -0.2164 -0.8121
H11 -3.4917 0.0806 -2.5007
H12 -0.7419 -1.7254 -1.6357
H13 1.0830 -0.1701 -3.0229
H14 0.0517 1.0743 -3.3757
H15 -0.9445 -1.0286 -5.0454
H16 -2.6283 -1.0424 -4.4399
H17 -1.8078 -3.2408 -3.0099
H18 -2.4278 -3.3881 -4.6926
H19 0.5893 -3.4450 -3.6461
H20 -1.5752 -5.3357 -4.6854
H21 -0.2834 -5.7187 -3.4748
H22 0.0501 -5.7271 -5.3004
H23 -0.2862 -3.6198 -6.6184
H24 0.5050 -2.1626 -5.9488
H25 1.9598 -4.8214 -5.4525
H26 1.9880 -4.0657 -7.1391
H27 2.7105 -1.9400 -5.0868
H28 4.7247 -3.6030 -3.6171
H29 6.2357 -3.7607 -4.6795
H30 4.9648 -5.0636 -4.6828
H31 5.8392 -2.2638 -7.0175
H32 5.6564 -4.0274 -7.3478
H33 4.3703 -2.9373 -7.9423
H34 -1.7061 4.2036 -2.6343
H35 -1.0255 5.8474 -2.6786
H36 -3.1556 6.6052 -1.2133
H37 -3.3760 6.2593 -2.9913
H38 -3.8313 5.0437 -1.7274
C18 4.2662 -2.2553 3.5164
C19 3.8935 -1.2871 4.6431
C20 2.7530 -0.4042 4.1294
S1 1.8783 -1.3794 2.9072
O4 2.0422 -0.7485 1.6122
O5 0.5747 -1.7390 3.4220
C21 2.9459 -2.8051 2.9858
H39 4.9190 -3.0549 3.8684
H40 4.7915 -1.7138 2.7235
H41 3.5564 -1.8527 5.5099
H42 4.7467 -0.6839 4.9571
H43 2.0657 -0.1265 4.9273
H44 3.1307 0.4915 3.6357
H45 3.0343 -3.2573 1.9989
H46 2.4969 -3.5208 3.6877
C22 1.1179 -6.0708 8.0466
C23 -0.0769 -6.1445 7.0914
C24 0.0927 -5.0271 6.0572
S2 1.8545 -4.7417 5.9159
O6 2.1469 -3.4137 6.4014
O7 2.3115 -5.2078 4.6260
C25 2.3485 -5.9226 7.1596
H47 1.1858 -6.9555 8.6796
H48 1.0179 -5.1971 8.6965
H49 -0.0808 -7.1150 6.5879
H50 -1.0246 -6.0480 7.6218
H51 -0.3037 -5.3126 5.0845
H52 -0.3718 -4.0989 6.3892
H53 3.2227 -5.5537 7.6932
H54 2.5848 -6.8595 6.6531
C26 3.2625 5.5598 -1.5230
C27 4.3606 4.7827 -2.2546
C28 3.7331 3.4883 -2.7802
S3 1.9970 3.8443 -3.0429
O8 1.2134 3.0541 -2.1207
O9 1.7193 3.8570 -4.4611
C29 2.0479 5.5242 -2.4423
H55 3.5678 6.5828 -1.3037
H56 3.0289 5.0664 -0.5751
H57 4.7319 5.3785 -3.0924
H58 5.2087 4.5716 -1.6029
H59 4.1810 3.1747 -3.7217
H60 3.8044 2.6832 -2.0485
H61 1.1156 5.7630 -1.9331
H62 2.1860 6.1802 -3.3030
C30 -7.8623 -2.7095 -1.8721
C31 -6.7393 -2.4812 -0.8563
C32 -5.4110 -2.7161 -1.5819
S4 -5.7067 -2.3244 -3.3057
O10 -5.5665 -3.5310 -4.0836
O11 -4.9987 -1.1073 -3.6509
C33 -7.4438 -1.9567 -3.1297
H63 -8.8237 -2.3587 -1.4980
H64 -7.9531 -3.7773 -2.0886
H65 -6.7827 -1.4516 -0.4910
H66 -6.8364 -3.1385 0.0080
H67 -4.6210 -2.0725 -1.1970
H68 -5.1010 -3.7594 -1.5236
H69 -7.9804 -2.2749 -4.0216
H70 -7.5437 -0.8786 -2.9955
C34 -1.3113 7.4321 5.7206
C35 -1.4176 6.3550 4.6366
C36 -0.2467 5.3881 4.8350
S5 0.1563 5.4415 6.5797
O12 1.4767 6.0058 6.7300
O13 -0.2159 4.1884 7.1944
C37 -1.0458 6.6850 7.0223
H71 -2.2177 8.0347 5.7831
H72 -0.4756 8.1009 5.4962
H73 -2.3624 5.8170 4.7493
H74 -1.4052 6.7864 3.6354
H75 -0.5155 4.3701 4.5575
H76 0.6330 5.7063 4.2754
H77 -0.6467 7.3204 7.8108
H78 -1.9423 6.1710 7.3714

Total charge ... +1
Lowest unoccupied orbital energy ... -2.15 eV

Results of the Löwdin charge analysis, in e, for atoms 1 through 8: -0.06, -0.28, -0.23, 0.67, -0.31, -0.23, -0.25, -0.26

=====

Formula: C10H15NSi
Source: the Open Molecules 2025 dataset
Level of theory: the ωB97M-V functional and the def2-TZVPD basis

CARTESIAN COORDINATES (ANGSTROEM)
C1 0.4074 -0.0067 3.7871
C2 -0.5862 -0.8081 3.2497
C3 1.1066 0.9045 2.9860
C4 -0.8025 -0.8281 1.8646
C5 0.7333 0.9832 1.6724
C6 -0.1387 0.0877 1.0687
C7 0.3012 -2.7088 -0.8545
C8 -0.2708 -1.6821 -1.4388
C9 0.6283 1.1384 -3.2576
C10 0.6149 1.2792 -1.7165
N1 -2.0048 0.7240 -1.2899
Si1 -0.4704 0.0643 -0.7728
H1 0.7630 0.0236 4.7359
H2 -1.0095 -1.3319 4.0300
H3 1.8327 1.6098 3.4924
H4 -1.4617 -1.5008 1.5413
H5 1.2334 1.7590 0.9186
H6 0.5140 -3.6187 -1.4035
H7 0.7894 -2.5695 0.0963
H8 -0.5504 -1.9933 -2.3830
H9 1.0437 0.3260 -3.7068
H10 -0.4139 1.2207 -3.7686
H11 1.0360 1.9282 -3.7729
H12 0.3796 2.3141 -1.3790
H13 1.6088 1.2703 -1.5180
H14 -2.4940 1.2630 -0.6014
H15 -2.7892 0.1519 -1.5794

Relative energy (zero: lowest compared OMol25 entry of this formula, charge and spin) ... 47.4 kJ/mol
Multiplicity ... 3
Lowest unoccupied orbital energy (alpha / beta) ... 0.78 / -3.52 eV
<S²> ... 2.009

Results of the Löwdin charge analysis, in e, for atoms 1 through 8: -0.12, 0.00, -0.09, -0.09, -0.07, -0.28, -0.07, -0.21

=====

Formula: C2H2Cl2S
Source: the Open Molecules 2025 dataset
Level of theory: the ωB97M-V functional and the def2-TZVPD basis

CARTESIAN COORDINATES (ANGSTROEM)
C1 -1.5805 0.9659 -0.4209
C2 1.2942 -0.8800 0.2115
S1 -0.4233 -0.4890 -0.0144
Cl1 1.9265 -2.5352 0.0153
Cl2 2.6151 0.2197 0.4221
H1 -2.4812 0.6564 0.1222
H2 -1.3507 2.0623 -0.3358

Relative energy (zero: lowest compared OMol25 entry of this formula, charge and spin) ... 383.6 kJ/mol
Lowest unoccupied orbital energy (alpha / beta) ... -0.80 / -0.67 eV

Charge distribution, Löwdin scheme, values in e: -0.27, -1.48, 0.75, 0.50, 0.53, -0.03, 0.00

=====

Number 1: total energy -94.4670 Ha. Number 2: total energy -1742.2302 Ha. Number 3: total energy -5162.7644 Ha. Number 4: total energy -734.0662 Ha. Number 5: total energy -1395.8097 Ha.